C51H75FN2O24Pb | ωB97M-V with the def2-TZVPD basis set

XYZ file:
```
154
Properties=species:S:1:pos:R:3:forces:R:3
Pb 2.398 -5.628 -3.076 -0.11 1.25 -1.16
O 3.960 -2.471 -4.706 1.46 0.07 -1.18
H 4.189 -1.978 -3.915 -0.22 1.67 1.78
H 3.025 -2.375 -4.899 -0.98 -0.64 -0.30
H 4.266 -3.378 -4.633 -0.50 -0.78 -0.41
O -1.269 -0.988 2.497 1.58 1.59 -1.59
H -2.065 -0.858 3.019 -2.96 0.23 1.56
H -0.724 -1.717 2.801 1.83 -1.97 1.16
H -1.494 -1.158 1.579 -0.05 0.17 -1.61
O -0.269 -3.358 -4.646 -1.38 0.18 -0.73
H -0.478 -2.975 -3.791 0.00 1.37 1.44
H 0.547 -3.864 -4.650 2.52 -0.60 -0.38
H -0.985 -3.989 -4.753 -0.80 -0.50 -0.69
C 2.177 0.229 -1.200 0.85 -3.24 -1.70
C 0.988 0.142 -0.547 -0.67 2.55 3.16
C 0.050 -1.035 -0.646 -3.25 0.26 -1.18
O -1.127 -1.032 -0.176 1.27 0.59 0.96
C 0.265 -2.018 -1.593 3.41 -0.41 -1.53
C 1.537 -2.098 -2.272 -2.64 3.42 5.40
C 2.509 -0.867 -2.020 0.28 2.27 -1.89
O 3.500 -0.663 -2.813 0.14 -2.04 -0.12
O 1.906 -3.129 -2.759 2.30 -3.90 -3.25
O 0.663 1.129 0.165 -0.74 -0.79 -0.21
H 2.798 1.113 -1.231 -0.05 0.00 0.16
H -0.437 -2.838 -1.611 0.14 -0.39 0.01
F 2.296 -4.343 -5.418 -0.63 -0.44 1.94
C 3.414 -1.340 5.482 0.06 1.20 0.31
O 2.259 -1.134 4.692 -0.67 -1.73 -0.68
C 2.379 -1.409 3.335 -0.40 0.44 -2.64
C 1.765 -2.739 2.809 -0.56 -0.04 1.26
N 0.384 -2.801 3.448 1.86 -1.13 -1.62
C -0.249 -4.131 3.509 -1.88 0.12 0.31
C -0.786 -4.740 2.115 1.86 1.78 0.79
O -1.494 -3.723 1.405 -1.96 -0.64 -0.47
C -2.648 -4.137 0.566 1.03 0.77 0.32
H 4.249 -1.968 5.171 -0.70 -0.63 -0.61
H 3.014 -1.670 6.441 0.57 0.36 0.24
H 3.841 -0.339 5.429 0.52 0.01 1.20
H 3.385 -1.314 2.927 0.30 -0.12 0.41
H 1.828 -0.626 2.815 -0.21 0.31 0.03
H 2.474 -3.535 3.037 -0.33 -0.61 0.96
H 1.692 -2.907 1.735 -0.17 1.09 -0.30
H 0.598 -2.449 4.370 -0.53 -0.03 0.51
H -1.084 -3.943 4.184 -0.90 0.12 -0.49
H 0.224 -4.837 4.192 1.06 -0.55 -0.82
H -1.265 -5.714 2.221 -0.35 0.26 0.20
H 0.116 -4.854 1.515 0.27 -0.66 -0.06
H -2.424 -4.986 -0.080 0.19 -0.35 0.36
H -2.860 -3.322 -0.125 0.35 0.31 0.20
H -3.580 -4.275 1.114 0.28 -0.31 0.43
C -5.670 -1.806 0.314 -0.27 0.76 -0.16
O -5.247 -1.166 1.516 0.04 -0.45 0.30
C -4.566 0.119 1.483 -0.85 -1.97 0.54
C -4.175 0.489 2.953 0.42 0.96 -0.85
N -3.405 -0.491 3.740 -0.06 -1.46 0.89
C -2.792 0.084 5.009 -1.38 1.79 -1.40
C -2.217 -0.715 6.157 -1.24 -0.40 0.29
O -1.060 -1.361 5.819 2.27 -1.52 -0.24
C -0.543 -2.395 6.686 -0.46 -0.20 0.19
H -4.877 -2.011 -0.405 0.47 -0.20 0.24
H -6.393 -1.248 -0.280 -0.12 0.72 0.18
H -6.236 -2.705 0.558 0.50 -0.15 0.39
H -5.299 0.812 1.071 0.32 0.59 0.17
H -3.717 0.027 0.805 0.32 0.31 0.12
H -5.012 0.890 3.525 -0.38 -0.33 -0.06
H -3.537 1.360 2.802 0.28 0.19 0.10
H -4.050 -1.213 4.030 -0.11 -0.44 -0.28
H -3.610 0.636 5.472 0.02 0.43 0.22
H -2.174 0.810 4.480 0.85 0.32 1.18
H -3.005 -1.368 6.533 -0.31 -0.90 -0.45
H -2.116 -0.139 7.077 0.43 1.04 -0.29
H -0.576 -3.372 6.205 -0.67 -0.05 -0.21
H -1.058 -2.458 7.644 -0.39 0.10 -0.12
H 0.510 -2.367 6.969 0.22 1.22 -0.39
C 5.187 -0.021 1.316 1.70 -2.94 1.21
C 5.640 0.048 2.676 -2.62 -0.53 -1.41
C 6.126 -1.099 3.324 1.39 -0.89 -2.67
C 6.535 -2.212 2.548 -1.07 1.61 0.41
C 6.188 -2.213 1.203 2.30 -3.68 1.85
C 5.521 -1.260 0.610 -1.98 6.32 1.31
O 5.382 -1.312 -0.681 -0.16 -1.46 -3.60
O 6.321 -1.109 4.638 0.18 0.70 1.93
H 4.608 0.711 0.772 0.19 0.43 0.32
H 5.220 0.846 3.271 0.50 0.36 0.23
H 7.092 -3.028 2.983 -0.08 -0.11 0.09
H 6.507 -3.054 0.607 0.04 -0.11 -0.18
H 4.750 -0.770 -1.158 -0.19 0.49 0.40
H 7.057 -1.675 4.882 0.05 -0.11 -0.04
C -3.595 5.099 -0.584 1.73 -2.86 0.94
C -3.245 3.703 -0.805 -0.51 2.18 0.43
C -2.327 3.134 0.032 1.11 -2.61 -0.18
C -1.745 3.741 1.112 0.87 0.51 -0.03
C -2.057 5.026 1.367 -1.59 2.03 0.23
C -2.995 5.700 0.552 -1.41 -0.81 -1.71
O -3.435 6.924 0.893 0.62 1.26 1.23
O -1.984 1.782 -0.128 -1.85 0.05 -0.77
H -4.296 5.572 -1.255 -0.05 0.29 0.22
H -3.689 3.066 -1.556 -0.02 0.28 -0.31
H -0.952 3.301 1.700 -0.18 -0.56 0.05
H -1.759 5.494 2.294 0.33 0.30 -0.12
H -4.181 7.252 0.385 0.09 -0.40 -0.27
H -1.047 1.581 -0.170 0.64 0.33 0.48
C 1.840 5.539 3.505 0.68 1.78 -1.83
C 1.863 5.396 2.081 0.47 -1.90 1.92
C 2.124 4.094 1.617 -1.16 -0.32 -0.09
C 2.296 3.033 2.507 -0.18 1.00 3.17
C 2.282 3.270 3.934 -0.07 0.68 -1.29
C 2.036 4.557 4.457 -0.04 -1.29 -2.25
O 1.962 4.802 5.796 0.42 0.17 -0.05
O 2.007 3.742 0.296 0.30 0.82 -0.08
H 1.907 6.592 3.732 -0.65 0.09 0.91
H 1.684 6.262 1.461 0.12 -0.18 -0.16
H 2.267 1.997 2.202 0.36 -0.04 -0.38
H 2.500 2.494 4.653 -0.20 -0.49 -0.14
H 2.740 4.363 6.148 -0.01 -0.01 0.61
H 1.923 2.786 0.318 -0.32 -0.49 -0.43
C -5.020 0.575 -3.294 0.83 -1.84 -0.91
C -3.787 0.075 -2.748 -1.80 -0.02 -1.40
C -3.219 -1.065 -3.341 -2.46 2.32 -1.28
C -3.746 -1.529 -4.548 0.72 -0.63 0.62
C -4.974 -1.164 -4.999 -0.70 0.49 -0.23
C -5.652 -0.125 -4.408 1.66 0.53 2.63
O -6.894 0.167 -4.777 -1.57 1.28 0.00
O -2.155 -1.697 -2.941 3.39 -2.59 0.15
H -5.446 1.441 -2.809 -0.34 -0.01 -0.24
H -3.337 0.608 -1.924 0.20 -0.16 0.23
H -3.184 -2.227 -5.150 0.14 -0.45 0.24
H -5.477 -1.711 -5.783 0.21 0.04 -0.39
H -7.355 -0.549 -5.218 0.31 -0.12 -0.11
H -1.705 -1.549 -2.105 -0.73 1.07 0.59
C 1.624 0.032 -5.873 -0.31 1.31 0.42
C 0.608 -0.036 -6.795 1.02 0.96 -0.53
C 0.675 0.919 -7.816 -1.78 -0.31 -2.00
C 1.605 1.955 -7.996 -0.15 -1.81 1.91
C 2.545 2.000 -6.971 -0.25 1.64 -1.39
C 2.502 1.130 -5.930 -0.49 -2.28 0.30
O 3.379 1.254 -4.944 1.95 1.23 1.17
O -0.267 0.803 -8.822 0.04 0.47 -0.46
H 1.591 -0.505 -4.937 0.05 -0.45 0.16
H -0.186 -0.767 -6.755 -0.03 -0.02 -0.12
H 1.617 2.686 -8.791 -0.36 -0.29 -0.09
H 3.222 2.840 -7.015 0.40 -0.16 0.46
H 3.311 0.604 -4.241 -0.18 -0.38 0.21
H -1.032 0.279 -8.572 0.11 -0.02 0.26
C 1.369 3.566 -3.452 -1.62 1.38 0.88
C 0.191 2.989 -2.651 2.37 -0.09 -0.80
O -0.730 2.912 -3.732 -3.93 -6.31 6.59
C -0.560 3.665 -4.676 -2.00 4.03 -5.77
O -1.393 3.932 -5.562 2.29 -0.79 1.95
O 0.610 4.204 -4.537 4.16 1.64 -0.82
H 2.065 2.777 -3.739 0.03 0.52 -0.60
H 1.773 4.359 -2.824 0.71 -0.06 -0.60
H -0.051 3.578 -1.766 -0.91 0.31 -0.50
H 0.595 2.050 -2.273 -1.13 -0.53 -0.31
```
Positions in Å, forces in eV/Å.

Spin multiplicity: 2
Frontier orbital gap (alpha / beta), eV: 4.896 / 4.644
Charge: +1
LUMO (alpha / beta), Eh: -0.1608 / -0.1701
HOMO energy (alpha / beta), Eh: -0.3407 / -0.3407